The following is a DFT calculation (the ωB97M-V functional and the def2-TZVPD basis) of a structure of composition C26H33BrNZr at a distorted geometry.

Geometry (Å):
C 1.42 -2.03 0.88
C 1.94 -1.38 -0.29
C 0.97 -1.50 -1.34
C -0.13 -2.28 -0.84
C 0.13 -2.57 0.55
Zr -0.01 -0.12 0.45
C -2.06 1.48 -1.36
C -2.07 0.94 0.06
H -2.15 1.73 0.82
C -2.28 -0.40 0.44
H -2.75 -1.12 -0.23
H -2.51 -0.61 1.50
C -2.86 2.77 -1.45
H -2.41 3.55 -0.82
H -2.88 3.14 -2.48
H -3.89 2.60 -1.11
C -2.53 0.47 -2.39
H -1.86 -0.41 -2.45
H -3.54 0.12 -2.16
H -2.55 0.92 -3.39
C 3.32 -0.84 -0.43
H 3.58 -0.19 0.42
H 4.06 -1.65 -0.45
H 3.43 -0.25 -1.34
C 1.19 -1.12 -2.77
H 1.73 -0.16 -2.84
H 1.78 -1.88 -3.29
H 0.24 -1.00 -3.31
C -1.19 -2.92 -1.66
H -1.29 -2.45 -2.64
H -0.96 -3.98 -1.84
H -2.17 -2.89 -1.16
C -0.71 -3.45 1.41
H -1.75 -3.47 1.06
H -0.33 -4.49 1.40
H -0.71 -3.12 2.46
C 2.17 -2.25 2.15
H 1.49 -2.41 3.00
H 2.82 -3.13 2.08
H 2.80 -1.39 2.39
C 0.62 1.75 -0.87
C -0.43 1.92 -1.76
C 1.95 2.12 -1.23
C -0.19 2.30 -3.07
H -0.05 2.01 0.10
C 2.18 2.53 -2.54
H 2.73 2.09 -0.46
C 1.12 2.60 -3.47
H -1.01 2.37 -3.79
H 3.19 2.80 -2.85
H 1.32 2.92 -4.49
Br -0.59 -1.02 6.28
C -0.20 0.23 4.90
C 0.12 1.55 5.21
C 0.43 2.42 4.16
C 0.45 1.96 2.85
N 0.13 0.66 2.56
C -0.23 -0.19 3.57
H 0.12 1.88 6.24
H 0.67 3.46 4.35
H 0.71 2.60 2.01
H -0.52 -1.20 3.28

## Properties
Calculated total energy: -100303.9641 eV
Frontier orbital gap: 5.64 eV
F_max: 3.13 eV/Å
Net charge: +1

Here are the natural (NBO) charges for atoms 1 to 5, given in e: -0.198 -0.164 -0.161 -0.103 -0.066